Entry from the OMol25 dataset: a 9-piece molecular cluster, C25H51BrN2O11 overall in a non-equilibrium geometry (ωB97M-V/def2-TZVPD).

Structure (XYZ):
```
90
Properties=species:S:1:pos:R:3
C 3.707 0.601 2.948
C 3.356 -0.010 1.490
C 1.744 -0.224 1.271
O 1.499 0.057 -0.138
C 0.162 0.497 -0.400
C -0.167 0.008 -1.927
N -0.576 -0.713 -2.818
O -0.827 0.100 0.552
C -1.295 -1.264 0.371
C -2.760 -1.357 -0.358
C 0.060 2.134 -0.483
Br 1.230 2.640 -2.052
C 0.613 2.870 0.818
N 1.176 3.182 1.852
C -1.420 2.654 -0.844
C -2.272 3.198 0.403
O -2.158 4.332 0.950
C -3.439 2.235 1.009
C -3.254 1.298 2.242
C -4.517 0.427 2.654
C -5.899 0.514 1.886
C -6.071 1.478 0.643
C -4.828 2.331 0.240
H 3.589 1.749 2.857
H 4.829 0.417 3.139
H 3.084 0.140 3.791
H 3.973 -0.927 1.203
H 3.639 0.821 0.725
H 1.242 0.492 2.011
H 1.403 -1.299 1.485
H -0.525 -1.983 -0.093
H -1.485 -1.679 1.441
H -3.605 -1.540 0.399
H -2.700 -2.326 -1.002
H -2.955 -0.483 -1.071
H -1.300 3.544 -1.575
H -2.079 1.885 -1.392
H -2.259 1.257 2.811
H -4.422 -0.293 3.543
H -6.799 -0.145 2.195
H -7.061 1.565 0.059
H -4.946 3.042 -0.661
C -0.172 -3.594 3.926
O 0.279 -2.413 3.279
H -0.493 -4.310 3.168
H 0.644 -4.028 4.510
H -1.014 -3.357 4.579
H 0.556 -1.797 3.972
C -0.043 -4.708 -3.169
O -1.243 -4.063 -3.568
H -0.116 -5.770 -3.408
H 0.802 -4.273 -3.708
H 0.097 -4.588 -2.092
H -1.150 -3.125 -3.344
C 1.867 1.618 6.578
O 1.148 0.731 5.734
H 1.789 1.266 7.607
H 2.919 1.636 6.281
H 1.441 2.621 6.505
H 1.233 1.065 4.831
C 1.333 -3.811 -6.734
O 2.345 -3.505 -5.786
H 1.507 -4.814 -7.125
H 0.354 -3.775 -6.250
H 1.372 -3.091 -7.556
H 2.168 -2.613 -5.457
C -1.239 6.868 -0.605
O -1.105 7.058 -2.007
H -1.385 5.806 -0.405
H -0.332 7.209 -0.099
H -2.105 7.426 -0.240
H -0.977 8.004 -2.156
C 5.195 2.570 -1.767
O 6.204 2.875 -0.816
H 5.371 1.568 -2.160
H 4.215 2.603 -1.285
H 5.233 3.292 -2.587
H 6.024 3.765 -0.485
C 3.262 -3.635 2.508
O 4.115 -2.514 2.658
H 2.429 -3.358 1.861
H 3.814 -4.461 2.053
H 2.877 -3.935 3.486
H 4.843 -2.784 3.234
C -3.584 -2.001 -5.828
O -2.728 -0.881 -5.674
H -4.417 -1.723 -6.475
H -3.030 -2.826 -6.283
H -3.971 -2.304 -4.851
H -2.001 -1.156 -5.096
```

Summary:
Energy, eV: -122283.76002
Total charge: 0
SMILES string: CCCO[C@@](C#N)(OCC)[C@](Br)(C#N)CC(=O)c1ccccc1.CO.CO.CO.CO.CO.CO.CO.CO
LUMO level, eV: -0.5
2S+1: 1

Löwdin atomic charge list, values in e, 6 entries: atom 1 (C): -0.120, atom 2 (C): -0.185, atom 3 (C): -0.154, atom 4 (O): -0.106, atom 5 (C): -0.467, atom 6 (C): -0.104

***

Entry from the OMol25 dataset: C4H5ClN2 as an isolated structure in a non-equilibrium geometry (ωB97M-V/def2-TZVPD).

Structure (XYZ):
```
12
Properties=species:S:1:pos:R:3
C -0.156 0.192 -0.034
C -1.862 -0.605 -0.025
C 1.239 -0.300 -0.030
C 1.486 1.231 0.069
N 0.021 1.448 0.040
N -1.878 -1.835 -0.041
Cl -3.082 0.583 -0.022
H 1.534 -0.899 0.825
H 1.571 -0.767 -0.953
H 1.920 1.578 1.005
H 1.985 1.687 -0.782
H -2.776 -2.312 -0.052
```

Summary:
Energy, eV: -19728.86282
Total charge: 0
ΔE to the lowest compared entry with this formula, charge and spin, kcal per mole: 71.1
LUMO level, eV: 1.0
2S+1: 1

Löwdin atomic charge list, values in e, 6 entries: atom 1 (C): -0.237, atom 2 (C): -0.758, atom 3 (C): -0.113, atom 4 (C): -0.187, atom 5 (N): 0.080, atom 6 (N): 0.073

***

Entry from the OMol25 dataset: CH3Cl3SSi as an isolated structure in a non-equilibrium geometry (ωB97M-V/def2-TZVPD).

Structure (XYZ):
```
9
Properties=species:S:1:pos:R:3
C 2.310 -0.255 0.128
Si -1.790 -0.116 -0.009
S 0.825 0.124 -0.677
Cl -2.220 -2.037 0.646
Cl -2.409 0.212 -1.903
Cl -2.675 1.251 1.153
H 2.566 -1.177 0.522
H 2.507 0.589 0.701
H 0.886 1.409 -0.561
```

Summary:
Energy, eV: -57366.79330
Total charge: 0
ΔE to the lowest compared entry with this formula, charge and spin, kcal per mole: 73.9
LUMO level (spin up / spin down), eV: -0.6 / -0.5
2S+1: 1

Löwdin atomic charge list, values in e, 6 entries: atom 1 (C): -0.392, atom 2 (Si): -0.788, atom 3 (S): 0.666, atom 4 (Cl): 0.204, atom 5 (Cl): 0.241, atom 6 (Cl): 0.257

***

Entry from the OMol25 dataset: C2H10N6 as an isolated structure in a non-equilibrium geometry (ωB97M-V/def2-TZVPD).

Structure (XYZ):
```
18
Properties=species:S:1:pos:R:3
C -0.887 0.710 -0.135
C 0.823 -1.135 0.271
N -1.492 1.718 -0.719
N -1.506 0.427 1.646
N 1.733 -1.711 -0.426
N 0.528 -1.263 1.523
N 0.241 0.056 -0.382
N 0.877 0.328 -1.642
H -2.450 1.906 -0.373
H -1.097 1.229 2.067
H -2.511 0.721 1.606
H 2.061 -2.677 -0.203
H 1.977 -1.469 -1.401
H 1.058 -2.005 1.987
H -0.106 -0.475 1.821
H 0.258 0.423 -2.375
H -1.194 2.275 -1.444
H 1.687 0.942 -1.822
```

Summary:
Energy, eV: -11156.80189
Total charge: +2
ΔE to the lowest compared entry with this formula, charge and spin, kcal per mole: 46.1
LUMO level, eV: -9.1
2S+1: 1

Löwdin atomic charge list, values in e, 6 entries: atom 1 (C): -0.066, atom 2 (C): -0.325, atom 3 (N): 0.264, atom 4 (N): 0.153, atom 5 (N): 0.247, atom 6 (N): 0.256

***

Entry from the OMol25 dataset: C40H26KN5O7S as an isolated structure in a non-equilibrium geometry (ωB97M-V/def2-TZVPD).

Structure (XYZ):
```
80
Properties=species:S:1:pos:R:3
K -0.682 -0.079 0.158
O -4.734 -1.458 -1.849
C -3.926 -0.943 -0.996
O -3.113 0.009 -1.261
C -4.012 -1.566 0.390
C -5.185 -2.352 0.639
C -5.178 -3.175 1.767
C -4.131 -3.089 2.661
C -3.051 -2.226 2.360
N -3.031 -1.532 1.210
C -2.084 -1.929 3.440
O -1.942 -2.586 4.463
O -1.369 -0.768 3.146
H -6.032 -2.323 -0.019
H -5.995 -3.833 1.921
H -4.081 -3.637 3.581
S 3.004 0.771 3.697
C 3.563 0.049 2.207
C 4.798 0.181 1.614
C 4.995 -0.469 0.384
C 3.983 -1.251 -0.166
C 2.738 -1.347 0.395
C 2.498 -0.660 1.577
N 1.285 -0.535 2.223
C 1.389 0.199 3.321
C 0.388 0.617 4.229
C 0.615 1.654 5.182
C -0.377 2.038 6.102
C -1.578 1.311 6.167
C -1.815 0.217 5.305
C -0.904 -0.039 4.250
H 5.586 0.761 2.095
H 5.919 -0.323 -0.123
H 4.207 -1.764 -1.075
H 1.923 -1.891 -0.051
H 1.567 2.169 5.210
H -0.262 2.913 6.755
H -2.357 1.599 6.854
H -2.689 -0.425 5.429
O 1.325 5.809 -4.916
N 1.021 6.263 -3.797
O 1.039 7.470 -3.487
C 0.608 5.363 -2.755
C 0.057 6.001 -1.639
C -0.542 5.203 -0.646
C -1.160 5.797 0.509
C -1.620 4.992 1.501
C -1.554 3.564 1.319
N -1.002 3.005 0.277
C -0.494 3.788 -0.683
C 0.186 3.141 -1.851
N 0.271 1.776 -1.798
C 0.928 1.180 -2.746
C 1.638 1.859 -3.750
C 1.460 3.241 -3.880
C 0.793 3.917 -2.842
H 0.039 7.114 -1.660
H -1.155 6.860 0.580
H -2.065 5.433 2.401
H -1.888 2.897 2.138
H 1.033 0.102 -2.620
H 2.250 1.366 -4.498
H 1.870 3.825 -4.679
C -1.525 -3.612 -2.692
C -0.123 -3.321 -2.223
O 0.102 -2.448 -1.379
C 0.988 -4.055 -2.886
C 0.725 -5.186 -3.625
C 1.794 -5.959 -4.131
C 3.101 -5.551 -3.957
C 3.335 -4.323 -3.343
C 2.323 -3.577 -2.794
H -2.267 -2.899 -2.332
H -1.800 -4.566 -2.227
H -1.687 -3.642 -3.795
H -0.266 -5.533 -3.842
H 1.555 -6.858 -4.657
H 3.953 -6.166 -4.213
H 4.352 -3.908 -3.348
H 2.473 -2.650 -2.227
```

Summary:
Energy, eV: -90845.69025
Total charge: -2
ΔE to the lowest compared entry with this formula, charge and spin, kcal per mole: 0.0
LUMO level (spin up / spin down), eV: 3.3 / 3.3
2S+1: 1

Löwdin atomic charge list, values in e, 6 entries: atom 1 (K): 0.719, atom 2 (O): -0.091, atom 3 (C): -0.632, atom 4 (O): -0.113, atom 5 (C): -0.196, atom 6 (C): 0.027

***

Entry from the OMol25 dataset: C18H10Br4CoINO4 as an isolated structure in a non-equilibrium geometry (ωB97M-V/def2-TZVPD).

Structure (XYZ):
```
39
Properties=species:S:1:pos:R:3
Co -1.692 -0.191 0.000
Br -5.365 5.687 0.000
C -3.926 4.409 0.000
C -2.586 4.844 0.000
Br -2.173 6.724 0.000
C -1.549 3.892 0.000
Br 0.301 4.431 0.000
C -1.842 2.510 0.000
O -1.069 1.504 0.000
C -3.157 2.083 0.000
O -3.192 0.815 0.000
C -4.206 3.029 0.000
Br -6.020 2.378 0.000
I -0.142 -1.439 2.746
C -0.481 -2.589 1.036
C -0.059 -3.911 1.017
C -0.294 -4.661 -0.132
C -0.937 -4.068 -1.213
C -1.321 -2.742 -1.100
N -1.107 -1.989 0.000
H 0.441 -4.360 1.868
H 0.022 -5.699 -0.184
H -1.135 -4.625 -2.122
H -1.826 -2.234 -1.917
O 0.923 -0.582 -2.080
C 1.064 -0.348 -0.837
O 0.119 -0.191 0.000
C 2.482 -0.249 -0.308
C 2.729 0.007 1.051
C 4.035 0.099 1.540
C 5.116 -0.064 0.675
C 4.892 -0.318 -0.676
C 3.585 -0.410 -1.163
H 1.884 0.134 1.726
H 4.200 0.297 2.594
H 6.131 0.008 1.054
H 5.727 -0.446 -1.357
H 3.409 -0.608 -2.219
H -2.981 -1.128 0.000
```

Summary:
Energy, eV: -354402.72637
Total charge: -2
LUMO level (spin up / spin down), eV: 4.1 / 4.0
2S+1: 4
Expectation value of S²: 3.81

Löwdin atomic charge list, values in e, 6 entries: atom 1 (Co): 0.485, atom 2 (Br): 0.573, atom 3 (C): -0.759, atom 4 (C): -0.757, atom 5 (Br): 0.577, atom 6 (C): -0.611